(1)
{"formula": "C42H112N4O13", "method": "wB97M-V/def2-TZVPD", "symbols": ["C", "C", "C", "O", "H", "H", "H", "H", "H", "H", "H", "H", "C", "C", "C", "O", "H", "H", "H", "H", "H", "H", "H", "H", "C", "C", "C", "O", "H", "H", "H", "H", "H", "H", "H", "H", "C", "C", "C", "O", "H", "H", "H", "H", "H", "H", "H", "H", "C", "C", "C", "O", "H", "H", "H", "H", "H", "H", "H", "H", "C", "C", "C", "O", "H", "H", "H", "H", "H", "H", "H", "H", "C", "C", "C", "O", "H", "H", "H", "H", "H", "H", "H", "H", "C", "C", "C", "O", "H", "H", "H", "H", "H", "H", "H", "H", "C", "O", "C", "C", "N", "C", "C", "O", "C", "H", "H", "H", "H", "H", "H", "H", "H", "H", "H", "H", "H", "H", "H", "H", "C", "C", "C", "O", "C", "N", "H", "H", "H", "H", "H", "H", "H", "H", "H", "H", "H", "C", "C", "C", "O", "C", "N", "H", "H", "H", "H", "H", "H", "H", "H", "H", "H", "H", "C", "C", "C", "O", "C", "N", "H", "H", "H", "H", "H", "H", "H", "H", "H", "H", "H"], "xyz": [[-1.4838, 1.1236, 5.5461], [-2.4415, 0.3800, 4.6194], [-2.8544, 1.3562, 3.5066], [-1.8508, -0.7493, 4.0119], [-1.1258, 0.6253, 6.4462], [-1.9808, 2.0420, 5.8706], [-0.6218, 1.4036, 4.9396], [-3.3473, 0.0691, 5.1411], [-3.5881, 0.9465, 2.8150], [-1.9594, 1.7092, 2.9853], [-3.3036, 2.2722, 3.9117], [-0.9589, -0.5103, 3.6818], [0.0297, -2.3648, 3.8658], [-0.6456, -2.5843, 2.5006], [0.2679, -1.9534, 1.4294], [-0.7246, -3.9950, 2.2514], [-0.3258, -3.0828, 4.6065], [-0.1845, -1.3372, 4.1744], [1.1216, -2.4184, 3.8576], [-1.6211, -2.1061, 2.5426], [1.1148, -2.6406, 1.3745], [0.6172, -0.9526, 1.6749], [-0.2345, -1.9611, 0.4595], [0.0999, -4.3492, 2.5972], [1.8517, -1.4877, 4.8193], [2.0883, -0.5755, 3.6528], [2.9239, -1.1660, 2.5243], [0.8325, -0.1062, 3.1468], [2.7973, -1.9625, 5.0939], [1.1388, -2.2971, 4.6494], [1.4808, -0.9199, 5.6736], [2.6154, 0.3195, 4.0150], [3.9585, -1.2261, 2.8831], [2.9439, -0.5640, 1.6217], [2.5841, -2.1770, 2.2856], [0.9874, 0.5878, 2.4711], [-3.7992, 5.4293, -3.5222], [-2.3358, 5.1020, -3.2291], [-2.1317, 4.5490, -1.8402], [-1.9111, 4.1754, -4.2650], [-4.0016, 5.4969, -4.5875], [-4.1735, 6.3003, -2.9804], [-4.4070, 4.5818, -3.1736], [-1.7553, 6.0059, -3.4361], [-1.1354, 4.1128, -1.7089], [-2.8180, 3.7158, -1.6842], [-2.1535, 5.3635, -1.1145], [-2.4722, 3.3763, -4.1151], [2.5207, 3.1084, -0.2878], [2.8863, 2.2615, 0.9385], [4.0204, 2.8940, 1.7574], [1.7143, 2.1794, 1.7589], [2.3594, 4.1688, -0.0858], [1.6647, 2.7074, -0.8320], [3.3787, 3.0337, -0.9657], [3.1841, 1.2779, 0.5841], [3.6551, 3.7052, 2.3833], [4.8523, 3.2584, 1.1512], [4.4299, 2.0804, 2.3641], [1.4191, 3.0984, 1.9008], [0.6440, 2.1059, -5.1444], [1.1819, 2.9552, -3.9947], [2.6897, 2.8455, -3.8425], [0.8457, 4.3081, -4.2649], [-0.4239, 2.2709, -5.2830], [0.7265, 1.0270, -4.9515], [1.1532, 2.3184, -6.0847], [0.7273, 2.6317, -3.0447], [3.1348, 3.6906, -3.3050], [3.2294, 2.9607, -4.7863], [2.9015, 1.9615, -3.2398], [-0.1374, 4.3665, -4.3185], [1.5863, 0.2665, -1.2538], [0.1158, 0.1927, -0.8701], [-0.3138, 1.4408, -0.1288], [-0.6684, 0.1359, -2.0697], [1.9531, -0.6501, -1.7222], [2.2195, 0.4596, -0.3800], [1.7403, 1.0742, -1.9749], [-0.0296, -0.7294, -0.2846], [0.0637, 2.3402, -0.6195], [0.0524, 1.4092, 0.9016], [-1.3988, 1.5472, -0.0540], [-0.3986, -0.6254, -2.6156], [1.7099, -3.3832, -4.3273], [0.2864, -2.9274, -4.0472], [-0.1754, -3.2455, -2.6349], [0.1750, -1.5101, -4.2191], [1.9091, -3.3866, -5.4014], [1.9568, -4.3638, -3.9151], [2.4604, -2.7468, -3.8439], [-0.3774, -3.4153, -4.7694], [0.4266, -2.7677, -1.8611], [-0.1973, -4.3071, -2.3852], [-1.2199, -2.9205, -2.5856], [0.8291, -1.2040, -4.8559], [5.4174, -0.2784, -0.2617], [4.2882, -1.0506, -0.5620], [4.4920, -2.4404, -0.3034], [3.3654, -3.1983, -1.0004], [3.7298, -4.6090, -1.1549], [2.6523, -5.3331, -1.8569], [2.9820, -6.8099, -1.8411], [3.0835, -7.2214, -0.4826], [3.6585, -8.5128, -0.3525], [6.3108, -0.5176, -0.8573], [5.6964, -0.3774, 0.7949], [5.2140, 0.7619, -0.5230], [4.4020, -2.6089, 0.7742], [5.4575, -2.7347, -0.7224], [3.0594, -2.7084, -1.9247], [2.4845, -3.1355, -0.3383], [3.7671, -5.0163, -0.2249], [2.5536, -4.9182, -2.8612], [1.6954, -5.0873, -1.3682], [3.9476, -6.9042, -2.3450], [2.1532, -7.3921, -2.2619], [2.8592, -9.2517, -0.4540], [4.1145, -8.5583, 0.6344], [4.4418, -8.7106, -1.0880], [-6.1924, -3.4943, 2.5636], [-4.9694, -3.2606, 1.7082], [-4.5124, -1.8036, 1.7347], [-3.4658, -1.6441, 0.8087], [-3.0868, -0.2843, 0.6508], [-3.8626, -4.1260, 2.1507], [-6.0321, -3.3285, 3.6282], [-6.6630, -4.4495, 2.3467], [-6.9244, -2.7279, 2.2747], [-5.1086, -3.5139, 0.6536], [-4.2143, -1.5502, 2.7642], [-5.3341, -1.1115, 1.4930], [-2.5294, 0.0575, 1.5275], [-3.9504, 0.3436, 0.4115], [-2.4331, -0.2677, -0.2245], [-2.9520, -3.7597, 1.8772], [-3.7523, -4.0718, 3.1649], [-2.9113, 0.8053, -6.0091], [-3.5498, 0.7586, -4.6121], [-3.7873, -0.6554, -4.0983], [-4.4718, -0.5890, -2.8843], [-4.5156, -1.8721, -2.2638], [-2.6769, 1.5153, -3.6934], [-1.9832, 0.2285, -5.9673], [-2.6672, 1.8058, -6.3493], [-3.6115, 0.2997, -6.6789], [-4.5222, 1.2643, -4.5646], [-2.7927, -1.0662, -3.8698], [-4.2994, -1.2240, -4.8845], [-5.0477, -1.7652, -1.3246], [-3.4870, -2.1538, -2.0292], [-5.0286, -2.5433, -2.9529], [-2.9832, 1.3036, -2.7422], [-1.7360, 1.1271, -3.7013], [1.5817, 3.7500, 5.0909], [1.4914, 5.1443, 4.4935], [0.2479, 5.2854, 3.6133], [0.4343, 4.5529, 2.4123], [-0.7362, 4.5165, 1.6112], [1.4524, 6.1760, 5.5144], [2.4791, 3.6056, 5.6958], [1.4655, 2.9441, 4.3691], [0.7511, 3.6485, 5.8008], [2.3789, 5.2106, 3.8417], [0.0261, 6.3386, 3.3964], [-0.6399, 4.8920, 4.1293], [-1.1665, 5.5118, 1.4667], [-1.4822, 3.8425, 2.0359], [-0.3858, 4.1926, 0.6321], [1.4041, 7.1056, 5.1061], [2.3569, 6.1944, 5.9845]], "forces_ev_per_angstrom": [[-0.18, 0.34, -0.07], [-0.05, 0.93, -0.58], [-0.36, 0.79, 0.62], [-1.21, 0.93, 0.49], [-0.17, -0.43, -0.15], [0.13, 0.02, 0.03], [0.19, 0.11, 0.10], [0.12, -0.33, 0.09], [0.22, -0.07, 0.14], [0.00, -0.28, -0.26], [-0.02, -0.15, 0.19], [-1.25, 0.97, -0.25], [-4.95, -1.98, -4.46], [1.07, 0.19, 0.38], [-0.98, -1.31, -0.49], [-0.53, 0.29, -0.13], [-0.22, -0.01, 0.15], [1.34, -2.53, 0.74], [-2.67, -2.79, -7.52], [-0.16, -0.77, -0.55], [-0.05, 0.14, -0.34], [-0.49, -1.05, -0.74], [-0.07, -0.68, 0.44], [-0.01, -0.23, -0.06], [4.51, 2.10, 4.83], [0.19, 1.26, -0.70], [0.70, -0.61, 0.74], [0.09, 2.06, 0.62], [0.42, 0.40, 0.22], [3.57, 1.82, 7.26], [0.25, 0.23, 0.18], [0.02, -0.22, 0.05], [-0.06, -0.10, -0.03], [-0.23, 0.07, -0.10], [0.38, 0.25, -0.05], [0.38, 0.14, 0.72], [-0.48, -0.64, 0.70], [-0.23, 0.23, -1.66], [0.93, -0.12, -0.10], [-0.58, 0.32, 0.88], [0.25, 0.38, -0.07], [0.13, 0.11, -0.14], [0.01, 0.06, -0.01], [0.21, -0.11, 0.36], [0.07, 0.09, -0.38], [-0.28, 0.32, 0.42], [-0.64, -0.20, 0.21], [0.69, -0.35, -0.15], [0.96, -0.40, -0.50], [-0.37, 2.09, -0.22], [0.22, -0.96, -0.21], [0.84, -0.43, 0.41], [-0.01, -0.03, 0.33], [0.49, 0.30, 0.29], [-0.11, 0.24, -0.12], [-0.05, 0.06, 0.51], [-0.05, 0.00, 0.04], [-0.17, 0.04, -0.18], [0.02, 0.34, 0.40], [-0.15, -0.18, 0.29], [-0.16, -0.77, 0.22], [-0.09, 0.42, -0.51], [0.26, 0.82, 0.25], [-0.19, 0.27, 0.24], [0.01, 0.25, 0.01], [0.23, 0.13, 0.12], [0.08, 0.17, 0.06], [-0.15, 0.02, -0.15], [-0.61, 0.03, 0.41], [-0.21, -0.85, -0.19], [0.49, -0.19, -0.62], [0.54, -0.28, -0.04], [0.21, -0.07, 0.07], [0.18, -0.09, -0.80], [-0.69, -0.26, 0.47], [-0.26, -0.27, -0.01], [-0.17, -0.05, 0.08], [-0.44, -0.42, -0.57], [-0.10, -0.20, 0.15], [-0.17, 1.24, -0.62], [-0.27, -0.24, 0.12], [-0.10, 0.16, -0.54], [0.02, -0.16, -0.29], [0.11, 0.38, 0.13], [0.43, 0.14, -0.25], [0.66, -0.49, 0.21], [-0.72, -0.02, -0.16], [-0.14, -0.04, 0.06], [0.07, 0.00, 0.01], [-0.89, 0.39, -1.07], [-0.29, 0.28, -0.14], [-0.07, -0.01, 0.10], [0.00, 0.26, -0.10], [0.14, -0.07, -0.38], [0.13, 0.18, 0.43], [-0.03, -0.03, 0.00], [0.48, 0.32, 0.00], [0.18, -0.17, -0.13], [-0.61, 0.58, -0.76], [-0.16, -0.28, 1.20], [-0.37, 0.22, -0.64], [0.28, 0.51, 0.91], [-0.76, 0.40, 0.55], [0.75, 0.19, -0.17], [-0.37, 0.28, 0.18], [-0.19, -0.45, -0.03], [-0.05, 0.19, 0.02], [-0.28, 0.00, 0.29], [0.52, -0.15, 0.04], [0.06, -0.21, 0.25], [0.48, -0.22, -0.14], [-0.12, 0.21, -0.19], [0.19, -0.05, -0.06], [0.67, -0.86, 0.78], [-0.09, -0.49, 0.01], [-0.11, -0.47, -0.17], [0.36, 0.00, -0.62], [0.19, -0.26, 0.05], [-0.14, -0.16, 0.07], [-0.04, 0.12, -0.13], [-0.77, 0.86, -0.83], [1.59, 0.04, 0.31], [-0.66, 0.06, 0.33], [-0.14, 0.25, 0.09], [0.59, -0.85, -0.60], [0.36, -0.07, 0.64], [0.30, -0.33, 0.04], [0.19, -0.19, 0.31], [-0.11, -0.15, 0.05], [-0.50, -0.01, 0.04], [0.28, 0.00, -0.05], [-0.09, -0.07, -0.20], [-0.19, 0.01, -0.32], [-0.09, 0.14, 0.28], [-0.04, 0.02, 0.09], [-0.25, -0.16, -0.67], [-0.49, -0.13, -0.03], [-0.68, -0.95, 0.69], [0.44, 0.83, 0.40], [1.01, 0.61, -0.36], [-0.67, 0.01, 0.22], [0.11, 0.96, -0.20], [-0.43, -0.12, 0.33], [0.02, -0.03, -0.13], [-0.23, 0.15, 0.05], [0.27, 0.19, -0.36], [0.04, 0.00, -0.39], [0.04, -0.39, -0.47], [-0.13, -0.35, 0.26], [-0.16, -0.06, -0.01], [-0.05, -0.50, -0.06], [0.13, -0.47, 0.22], [0.00, 0.16, -0.11], [0.02, 0.04, -0.12], [-0.88, 0.08, 1.10], [0.23, -0.45, -1.03], [-0.06, -0.30, 0.26], [-0.06, 0.40, 0.12], [0.47, 0.16, -0.38], [0.58, 0.25, 0.42], [0.18, 0.02, -0.28], [0.27, 0.12, -0.24], [0.00, -0.07, -0.03], [-0.20, 0.42, -0.19], [0.20, 0.00, -0.16], [0.12, -0.01, 0.16], [0.00, 0.06, 0.23], [-0.06, -0.05, -0.09], [-0.34, -0.28, 0.01], [-0.24, -0.15, -0.22], [-0.27, -0.21, 0.21]]}

(2)
{"formula": "CH5N3S", "method": "wB97M-V/def2-TZVPD", "symbols": ["C", "H", "H", "H", "H", "H", "N", "N", "N", "S"], "xyz": [[0.3807, 1.0277, -0.3903], [0.4454, -1.2373, 0.6080], [2.0468, -1.4998, 0.1162], [0.5975, 2.0993, -0.4790], [-1.3484, 1.5152, 0.5297], [-1.8446, -1.2836, 0.5190], [1.1060, -1.1286, -0.1740], [1.3161, 0.1875, -0.5035], [-0.8365, 0.7075, 0.2315], [-1.8630, -0.3880, -0.4575]], "forces_ev_per_angstrom": [[0.32, 0.03, 1.15], [0.32, 0.06, -0.33], [-1.48, 0.41, -0.50], [-0.05, -0.50, -0.44], [0.00, 0.36, 0.19], [-0.08, -0.47, 0.28], [1.21, -0.58, 1.00], [0.71, 0.41, -0.76], [0.21, 1.15, 0.47], [-1.16, -0.87, -1.05]], "smiles": "N/N=C\\NS"}

What are the HOMO energy values for these records? In order: -8.1, -8.6 eV.
What are the ΔE to the lowest compared entry with this formula, charge and spin values for these records? In order: 75.3, 36.4 kcal/mol.